(1)
DFT (ωB97M-V/def2-TZVPD) results for a 8-piece molecular cluster, C25H72BF7N6O9S overall at a distorted geometry.

Its max |F| is 4.5 eV/Å. As for the energy above the lowest of the compared OMol25 structures with the same formula, charge and spin: 8.755 eV. The net charge is +4. The value obtained for the HOMO-LUMO gap is 4.2 eV.

XYZ file:
```
121
Properties=species:S:1:pos:R:3:forces:R:3:mulliken_charge:R:1
S 7.771270 -0.004284 2.059908 -1.0 3.3 -1.3 1.10
F 8.726720 -1.954594 0.328848 -0.8 -0.2 -0.6 -0.21
F -0.089090 -0.065464 1.541428 -0.3 0.2 0.8 -0.46
F 0.575080 0.267546 -0.568982 0.4 0.3 -0.7 -0.43
F -0.092630 -1.762654 0.083958 -1.4 -2.4 -0.9 -0.35
F 1.859400 -1.025554 0.868488 1.3 -0.1 0.1 -0.33
F 6.639380 -2.208164 1.095918 0.1 -0.6 -0.7 -0.20
F 8.392610 -2.586204 2.349938 -0.5 -0.1 -0.5 -0.23
O -1.596160 -7.921054 -3.510462 -2.8 -1.6 1.1 -0.35
O 4.107170 -2.841534 -6.705482 1.3 -0.8 -0.3 -0.33
O -4.246210 -1.397284 8.135608 0.1 -0.1 -1.2 -0.32
O 2.774180 6.823246 -3.986402 -2.7 -0.7 0.5 -0.36
O 6.876910 0.729306 1.119038 1.2 -1.5 -0.5 -0.73
O 9.034630 0.617926 2.327148 1.9 -0.7 -2.0 -0.63
O 0.319440 3.220786 4.841788 0.8 -0.2 1.3 -0.27
O 7.133830 -0.051134 3.318248 -2.6 -2.3 2.8 -0.67
O -5.396800 1.577646 1.874368 1.3 0.8 -1.6 -0.25
N 4.032880 -1.998974 -3.941792 -0.4 0.4 -0.2 -0.32
N -4.139280 -9.542824 -3.637222 0.3 -0.1 1.7 -0.24
N -4.194760 0.927386 -0.506002 -0.6 1.6 -0.5 -0.33
N -3.062350 -2.278464 5.642918 0.1 0.6 0.9 -0.36
N 2.588310 1.975666 4.145718 0.4 0.4 1.0 -0.28
N 3.407060 9.517246 -5.149882 -1.4 -0.5 1.9 -0.25
C 1.962630 10.399236 -3.244272 -1.2 1.2 -0.4 -1.43
C -5.354420 -2.895774 4.822938 0.8 -0.9 -0.2 -1.24
C 1.598940 3.869806 5.387898 -1.5 -1.5 -1.8 -0.77
C -3.131800 -9.821754 -2.516202 2.9 0.3 -1.5 0.22
C -4.566660 -2.060224 5.874598 -1.9 -1.3 -0.1 0.44
C 4.492650 -1.505034 -6.409912 -4.1 0.6 0.3 -0.61
C -2.232110 -10.994984 -2.940612 0.1 -1.5 1.4 -1.36
C 2.376510 4.170346 2.927568 -0.2 -1.0 0.8 -1.34
C -0.785700 3.344506 5.815268 1.8 0.6 0.1 -0.78
C -4.503930 2.486836 -0.297262 -0.8 -0.5 1.7 0.26
C -6.748720 1.799156 2.202268 -0.1 1.3 -0.2 -0.72
C -0.811290 -6.810744 -3.137182 0.2 -0.6 -0.2 -0.71
C -4.632450 -1.321724 9.516368 -1.0 -2.1 -0.7 -0.73
C -2.227340 -8.522404 -2.318102 0.6 -0.3 -0.5 -0.95
C 1.830450 7.938806 -3.938902 2.2 -0.1 0.3 -0.58
C 2.687280 9.223166 -3.784712 0.7 -0.2 0.5 0.23
C 4.877900 -1.163584 -4.977812 2.2 -1.2 0.4 0.17
C 1.999770 5.545096 -3.840952 0.4 0.6 -1.1 -0.77
C 2.674950 3.485386 4.313098 -1.2 0.7 -1.3 0.13
C 4.155390 -3.176704 -8.134822 1.2 -1.2 1.2 -0.80
C 7.885580 -1.830074 1.349098 1.2 2.3 2.7 0.57
C 6.397080 -1.466114 -4.920632 -1.1 -0.8 1.7 -1.28
C -4.645800 2.697216 1.264358 0.3 -1.8 0.5 -0.84
C -5.839680 2.878756 -0.981822 0.5 -0.1 -0.2 -1.35
C -4.929160 -2.441084 7.367018 1.9 1.7 0.3 -0.87
B 0.612820 -0.693694 0.456548 -0.4 2.0 0.8 0.57
H -7.325240 2.208726 1.372818 -0.1 -0.4 -0.3 0.28
H 4.024870 -1.880484 -2.938792 1.9 0.9 0.9 0.30
H -5.721130 3.087376 -2.045082 -0.1 -0.5 -0.1 0.36
H -4.661230 -3.671364 4.497298 -0.1 -0.4 -0.2 0.35
H -2.609990 -1.972374 4.793338 -0.6 0.3 -1.0 0.29
H 3.075350 3.834566 2.161418 0.6 0.6 0.3 0.42
H -6.285080 3.798986 -0.603802 0.6 0.2 0.4 0.36
H 6.954850 -0.625714 -5.333822 0.0 -0.3 0.0 0.39
H -2.824170 -7.896324 -1.654852 -0.3 1.2 -0.7 0.46
H -3.367560 0.554226 -0.062612 0.6 0.3 0.7 0.24
H -5.681500 -2.430934 3.892858 0.3 0.7 0.3 0.28
H 3.629580 -4.128894 -8.205292 -0.2 0.3 -0.1 0.25
H 5.204160 -3.419804 -8.305412 0.1 0.1 -0.5 0.34
H -4.819280 -1.015124 5.695568 0.6 0.1 0.4 0.25
H 1.434830 3.850656 2.481328 -0.4 -0.1 0.6 0.34
H 1.625980 1.705296 4.001118 -0.7 0.0 -0.1 0.31
H 3.494510 9.137196 -3.057322 0.2 -1.1 -0.3 0.25
H -2.551280 -1.762144 6.344578 0.0 0.5 0.9 0.37
H -2.582830 -12.001584 -2.712912 -1.2 0.0 -0.3 0.42
H -2.727760 -3.223614 5.764748 -0.5 -0.8 0.2 0.39
H -4.057230 0.732966 -1.487522 -0.1 0.1 -0.6 0.37
H 1.831640 3.475646 6.377128 -0.1 -0.1 0.0 0.46
H 3.823960 -2.469224 -8.894902 -0.4 0.4 0.6 0.34
H -1.446460 -6.049364 -2.684442 0.3 0.3 0.1 0.30
H 1.221380 7.931746 -4.842822 -0.2 0.2 -0.1 0.38
H 1.151910 5.462966 -4.521032 0.1 0.7 -0.6 0.33
H -4.031090 -0.673644 10.153898 -0.2 0.3 -0.7 0.25
H -1.848390 -11.090324 -3.956372 -0.1 0.9 -0.1 0.38
H -0.052280 -7.212134 -2.465692 0.2 0.6 0.3 0.35
H 3.056270 -1.743804 -3.976662 -0.8 -0.2 -1.4 0.37
H 2.651300 4.732276 -4.161772 0.2 0.2 0.6 0.28
H 1.273490 10.134506 -2.442332 0.2 -0.3 0.0 0.37
H 1.191770 7.909966 -3.056092 0.0 -0.2 0.0 0.40
H -4.545010 -3.392614 7.734618 0.3 -0.4 -0.5 0.44
H 1.315580 10.842066 -4.001472 -0.1 0.3 -0.1 0.40
H -1.397780 -11.092104 -2.245952 0.4 0.9 -0.2 0.35
H 3.752980 8.595076 -5.373572 0.3 -0.3 -0.9 0.34
H 6.660140 -1.655664 -3.879972 0.5 0.4 0.0 0.41
H 2.616680 11.162896 -2.823382 0.1 0.0 -0.3 0.39
H 5.176660 -0.996544 -7.089382 -0.1 -0.2 -0.1 0.41
H -1.717410 2.795016 5.680878 0.1 0.3 -1.5 0.24
H 3.692750 3.708286 4.633268 -0.1 0.0 0.1 0.38
H -0.858230 4.431786 5.840958 -1.0 -0.2 0.8 0.32
H 4.725640 -0.121414 -4.697122 -0.4 -0.1 -0.3 0.29
H 2.908670 1.592426 5.023548 -0.1 -0.5 0.5 0.36
H 3.167540 1.499556 3.469018 0.5 0.3 -0.9 0.33
H 1.490310 5.381316 -2.891362 0.9 0.3 0.6 0.32
H -0.512050 2.893476 6.769098 0.6 0.5 0.3 0.30
H -3.662980 -9.919384 -1.569412 -0.1 -0.4 -0.3 0.35
H -6.000620 -2.526274 7.548168 -0.2 0.7 -0.3 0.48
H -4.995060 -10.068944 -3.532682 -0.5 -0.2 0.3 0.35
H -3.775740 -9.791704 -4.546062 0.5 0.5 -0.5 0.34
H -5.711980 -1.178914 9.468328 0.0 0.8 0.8 0.31
H -3.617310 2.988346 -0.685182 -0.2 0.1 0.0 0.41
H 3.451150 -1.186644 -6.454532 0.1 2.1 -0.8 0.38
H -4.970830 3.708146 1.510258 -0.8 -0.1 -0.3 0.42
H -6.236630 -3.444024 5.153428 0.1 0.3 0.7 0.35
H -1.381250 -8.730054 -1.663042 -0.1 -0.8 0.1 0.53
H -0.333750 -6.487264 -4.062072 -0.1 0.3 0.2 0.24
H 1.421200 4.943296 5.452108 0.3 0.0 -0.1 0.45
H 6.560110 -2.422364 -5.417722 0.3 0.2 -0.4 0.33
H 4.159640 10.190436 -5.126392 0.3 0.3 0.2 0.34
H 4.124900 -3.002594 -4.007912 0.1 -0.5 -0.9 0.35
H -6.630530 2.161086 -0.763662 0.2 -0.4 -0.4 0.43
H -3.716200 2.625256 1.828948 0.5 -0.1 -0.6 0.41
H 2.304700 5.241736 3.114868 0.4 0.0 -0.4 0.37
H -4.991080 0.386806 -0.199822 -0.4 -0.1 0.4 0.37
H 2.668550 9.858866 -5.748212 0.0 -0.1 -0.8 0.38
H -7.158290 0.845066 2.534028 -0.1 0.4 0.3 0.23
H -6.740790 2.628986 2.908978 -0.6 -0.4 0.7 0.33
H -4.544200 -2.345384 9.880278 0.3 -0.1 0.6 0.32
H -4.317340 -8.561254 -3.479312 -0.5 0.5 -1.0 0.32
```
Positions in Å, forces in eV/Å.

(2)
DFT (ωB97M-V/def2-TZVPD) results for an isolated ion of composition C4H9NOS and charge -2 at a distorted geometry.

Its max |F| is 1.7 eV/Å. As for the energy above the lowest of the compared OMol25 structures with the same formula, charge and spin: 0.782 eV. The net charge is -2. Its structure (SMILES) is C[C@H](C[S-])NC[O-]. The value obtained for the HOMO-LUMO gap is 5.5 eV.

XYZ file:
```
16
Properties=species:S:1:pos:R:3:forces:R:3:mulliken_charge:R:1
S 1.933961 1.960331 -0.870080 0.0 -0.3 0.2 -0.80
O -2.591899 -1.960103 1.641418 0.0 -0.3 0.0 -0.93
N -0.840643 -0.676364 0.782429 0.1 -0.7 1.2 -0.06
C 0.034363 -0.068069 -0.163067 -1.2 0.6 -1.0 0.30
C 0.596939 -0.977931 -1.290365 -0.1 0.4 0.7 -1.29
C -2.273455 -1.098944 0.677404 -0.2 0.9 0.2 -0.40
C 1.089184 0.878251 0.396986 1.3 -0.1 0.1 -0.83
H 1.812993 0.239606 0.934276 0.3 0.0 -0.3 0.24
H 0.811151 1.591155 1.172195 -1.0 -0.3 0.0 0.30
H -0.621398 0.558016 -0.759718 -0.3 0.6 -0.2 0.12
H -2.501850 -1.448181 -0.366374 0.3 -0.1 -0.1 0.12
H 1.255373 -1.745707 -0.873557 0.0 -0.1 -0.2 0.32
H -0.271722 -1.392596 -1.795834 0.0 -0.5 0.0 0.27
H -0.518101 -1.110126 1.635787 0.5 0.0 -0.2 0.17
H 1.105417 -0.319080 -1.994023 0.3 -0.2 0.0 0.36
H -2.859102 -0.132154 0.780255 -0.1 -0.1 -0.3 0.11
```
Positions in Å, forces in eV/Å.

(3)
DFT (ωB97M-V/def2-TZVPD) results for C3H2FFeO4 as an isolated structure at a distorted geometry.

Its max |F| is 5.2 eV/Å. The spin multiplicity is 6. The net charge is +2. Its expectation value of S² is 8.76. The value obtained for the HOMO-LUMO gap (spin up / spin down) is 4.9 / 6.9 eV.

XYZ file:
```
11
Properties=species:S:1:pos:R:3:forces:R:3:lowdin_spin:R:1
Fe -3.082510 2.942759 1.081173 -0.4 0.7 -0.3 3.80
F -1.206287 -1.551943 4.123983 0.2 0.4 -0.4 0.16
O -2.424276 1.351976 1.559629 -1.5 1.1 -1.1 0.14
O -1.638878 -0.574014 2.177495 -1.1 1.9 -1.1 0.12
O -0.550282 1.348467 2.704611 -0.7 0.6 -0.4 0.02
O 2.679256 -0.628960 3.894572 -0.9 -0.1 -1.3 0.01
C -1.532170 0.739185 2.140414 2.9 -3.6 2.3 0.05
C 2.000630 -0.637981 2.988664 1.1 0.3 1.4 0.05
C -0.776997 -1.387784 2.883922 0.2 -1.3 1.1 0.60
H 0.123437 0.784774 3.146578 0.0 -0.3 -0.2 0.01
H -0.556506 -2.325426 2.368974 0.1 0.4 -0.1 0.03
```
Positions in Å, forces in eV/Å.

(4)
DFT (ωB97M-V/def2-TZVPD) results for the molecule C4H8N2O at a distorted geometry.

Its max |F| is 3.2 eV/Å. As for the energy above the lowest of the compared OMol25 structures with the same formula, charge and spin: 4.768 eV. Its structure (SMILES) is [H]/N=C/N(C)OC=C. The value obtained for the HOMO-LUMO gap is 9.6 eV.

XYZ file:
```
15
Properties=species:S:1:pos:R:3:forces:R:3:mulliken_charge:R:1
O 0.706124 0.989200 -0.867899 -0.6 -0.6 0.7 -0.34
N -1.247324 -1.932094 -0.169745 0.4 1.1 0.0 -0.70
N 0.471783 -0.338764 -0.472851 -0.8 -1.7 -1.2 0.21
C 1.568597 -1.090871 0.092934 -0.1 -0.3 0.2 -0.97
C 0.289270 1.522322 0.343184 -2.0 2.5 0.4 0.14
C -0.840806 -0.799923 -0.629531 0.8 -1.1 -0.8 -0.03
C -1.000733 1.892821 0.552856 2.1 0.6 -0.2 -0.83
H -2.206405 -2.102278 -0.483915 0.4 0.1 0.1 0.25
H -1.294326 2.301716 1.512342 0.1 -0.1 -0.1 0.25
H -1.686331 2.010122 -0.278089 -0.1 -0.5 0.1 0.26
H -1.416104 -0.226218 -1.373514 0.3 0.3 0.6 0.40
H 1.103626 1.655510 1.044430 -0.2 -0.3 0.3 0.37
H 2.463456 -0.472340 0.204689 -0.4 0.1 -0.1 0.35
H 1.815550 -1.940206 -0.550421 0.0 0.0 0.1 0.31
H 1.273621 -1.468998 1.075528 0.1 -0.1 0.0 0.33
```
Positions in Å, forces in eV/Å.